The following is a DFT calculation (wB97M-V/def2-TZVPD) of a cluster of 2 separate species, C15H27B4F8NO10 in total.

Computed properties:
LUMO energy	-0.495	eV
SMILES string	CCOCCOCB1OB(CCOCC(F)(F)C(F)(F)C(F)(F)C(F)F)OB(B(N)O)O1.COC(=O)OC
frontier orbital gap	9.14	eV

Element x y z (Å)
C 5.373 -1.775 3.875
C 5.317 -2.279 2.290
O 6.400 -1.560 1.592
C 5.918 -0.942 0.341
C 4.983 0.408 0.588
O 4.577 0.904 -0.769
C 4.172 2.344 -0.654
B 2.682 2.465 0.076
O 1.659 1.491 -0.356
B 0.305 2.020 -0.100
C -0.907 1.623 -1.150
C -1.127 -0.001 -1.045
O -2.506 -0.370 -1.407
C -3.335 -0.616 -0.191
C -4.822 0.049 -0.528
F -4.527 1.188 -1.476
F -5.712 -0.876 -1.300
C -5.548 0.736 0.777
F -4.545 1.611 1.424
F -6.607 1.656 0.217
C -6.317 -0.309 1.773
F -6.060 -1.750 1.486
F -7.799 -0.106 1.568
C -6.047 -0.089 3.373
F -7.385 -0.188 4.060
F -5.264 -1.279 3.840
O -0.033 2.850 1.073
B 1.125 3.616 1.574
B 0.829 4.776 2.749
N -0.392 5.674 2.662
O 1.807 4.956 3.874
O 2.524 3.501 1.117
H 4.290 -1.903 4.345
H 5.667 -0.636 3.981
H 6.121 -2.435 4.504
H 4.240 -2.076 1.847
H 5.498 -3.441 2.309
H 6.853 -0.617 -0.310
H 5.293 -1.675 -0.335
H 4.035 0.020 1.193
H 5.590 1.230 1.197
H 4.969 2.992 -0.083
H 4.047 2.748 -1.770
H -1.921 2.195 -0.951
H -0.617 1.860 -2.275
H -0.780 -0.461 -0.024
H -0.428 -0.484 -1.882
H -3.405 -1.767 0.014
H -2.803 -0.132 0.732
H -5.572 0.938 3.668
H -0.362 6.248 1.790
H -1.211 5.011 2.568
H 1.345 4.532 4.679
C -2.321 -1.803 -4.161
O -1.873 -2.770 -5.109
C -0.795 -3.489 -4.705
O -0.212 -3.370 -3.639
O -0.478 -4.363 -5.694
C 0.646 -5.192 -5.406
H -3.186 -1.288 -4.588
H -2.635 -2.290 -3.232
H -1.540 -1.061 -3.967
H 0.452 -5.814 -4.526
H 1.546 -4.586 -5.261
H 0.809 -5.850 -6.264

Mulliken atomic charge list, values in e, 6 entries: C -0.862; C -0.225; O -0.354; C -0.556; C 0.101; O -0.358